No. 1
A 7-piece molecular cluster, C19H52O9 overall in a non-equilibrium geometry, computed with ωB97M-V/def2-TZVPD.

Summary:
Energy relative to the best compared isomer or geometry (same formula, charge and spin) ... 1381.5 kJ/mol
SMILES ... CC(C)O.CC(C)O.CC(C)O.CC(C)O.CC(C)O.OCCO.OCCO
DFT total energy ... -38958.88574 eV
LUMO level ... -0.31 eV
HOMO-LUMO gap ... 0.334 Ha

Geometry as ORCA input:
```
! wB97M-V def2-TZVPD RIJCOSX def2/J DEFGRID3
* xyz 0 1
C 2.56 -4.42 -0.02
C 2.43 -5.87 -0.49
C 3.03 -6.10 -1.90
O 3.23 -6.66 0.38
H 1.86 -3.70 -0.34
H 3.70 -4.21 -0.18
H 2.50 -4.32 0.93
H 1.45 -6.31 -0.55
H 2.77 -7.07 -2.26
H 4.05 -5.90 -2.07
H 2.49 -5.49 -2.84
H 2.81 -6.33 1.27
C -4.15 -2.50 2.44
C -2.57 -3.00 2.18
C -2.62 -4.06 1.09
O -1.77 -1.89 1.97
H -4.69 -3.22 2.42
H -4.45 -1.66 1.61
H -4.43 -1.92 3.53
H -2.31 -3.50 3.12
H -3.11 -5.06 1.30
H -1.67 -4.27 0.84
H -3.04 -3.68 0.14
H -1.53 -1.46 2.64
C 1.20 3.14 4.47
C 1.17 2.57 3.00
C 2.21 3.18 2.08
O 1.48 1.19 3.07
H 1.92 2.82 5.01
H 0.10 3.00 4.74
H 1.43 4.25 4.48
H 0.27 2.73 2.63
H 3.23 2.93 2.52
H 1.96 4.21 2.22
H 2.17 3.14 1.02
H 0.65 0.62 3.47
C -3.85 1.33 0.97
C -4.31 2.14 -0.33
C -5.61 1.51 -0.88
O -4.54 3.36 0.10
H -4.32 1.68 1.90
H -2.86 1.31 1.16
H -4.02 0.12 0.67
H -3.50 2.18 -1.15
H -6.33 1.33 -0.09
H -5.29 0.62 -1.42
H -6.10 2.12 -1.71
H -4.69 3.96 -0.75
C -1.46 2.28 -4.78
C -1.23 1.97 -3.19
C -1.30 3.27 -2.44
O -1.99 0.93 -2.75
H -0.71 1.53 -5.30
H -1.11 3.19 -5.10
H -2.56 2.23 -4.90
H -0.16 1.73 -2.95
H -0.82 3.93 -3.09
H -0.98 3.28 -1.49
H -2.54 3.63 -2.26
H -1.91 0.49 -1.94
O 6.07 3.70 -1.86
C 5.80 2.41 -2.01
C 4.92 1.70 -0.91
O 4.35 0.57 -1.35
H 5.43 4.08 -2.15
H 5.21 2.39 -2.83
H 6.83 1.85 -2.34
H 4.22 2.41 -0.77
H 5.49 1.55 -0.29
H 3.60 0.31 -0.60
O 2.35 0.06 0.62
C 1.28 -0.68 0.21
C 0.08 0.17 0.13
O -1.08 -0.47 -0.45
H 2.21 0.47 1.41
H 1.70 -1.08 -0.72
H 1.17 -1.52 0.89
H 0.18 0.96 -0.58
H -0.48 0.69 1.05
H -1.41 -0.92 0.34
*
```

No. 2
One molecule with the formula C5H6O in a non-equilibrium geometry, computed with ωB97M-V/def2-TZVPD.

Summary:
Energy relative to the best compared isomer or geometry (same formula, charge and spin) ... 153.5 kJ/mol
SMILES ... Cc1ccco1
DFT total energy ... -7327.69397 eV
LUMO level ... 1.09 eV
HOMO-LUMO gap ... 0.356 Ha

Geometry as ORCA input:
```
! wB97M-V def2-TZVPD RIJCOSX def2/J DEFGRID3
* xyz 0 1
C 0.23 1.77 0.63
C 0.08 0.37 0.15
C 0.03 -0.81 0.81
C 0.01 -1.77 -0.20
C -0.19 -1.14 -1.40
O -0.06 0.20 -1.20
H 0.32 1.78 1.72
H -0.63 2.38 0.35
H 1.12 2.24 0.20
H 0.10 -0.99 1.86
H -0.78 -2.58 -0.49
H -0.23 -1.46 -2.44
*
```

No. 3
A 2-piece molecular cluster, C4H5BrN2O overall in a non-equilibrium geometry, computed with ωB97M-V/def2-TZVPD.

Summary:
Energy relative to the best compared isomer or geometry (same formula, charge and spin) ... 534.7 kJ/mol
SMILES ... [O-][N+]#CBr.CC#CN
DFT total energy ... -79293.19186 eV
LUMO level ... -0.14 eV
HOMO-LUMO gap ... 0.305 Ha

Geometry as ORCA input:
```
! wB97M-V def2-TZVPD RIJCOSX def2/J DEFGRID3
* xyz 0 1
O 1.86 -2.62 -0.12
N 2.17 -1.48 0.09
C 2.82 -0.50 0.25
Br 2.86 1.29 0.20
C -0.74 0.25 1.64
C -1.02 0.52 0.23
C -0.92 0.57 -0.98
N -1.21 0.44 -2.29
H 0.15 0.68 2.09
H -1.61 0.62 2.34
H -0.97 -0.84 1.83
H -1.97 -0.21 -2.47
H -1.42 1.29 -2.82
*
```

No. 4
C20H28NNiO2S as an isolated structure in a non-equilibrium geometry, computed with ωB97M-V/def2-TZVPD.

Summary:
Energy relative to the best compared isomer or geometry (same formula, charge and spin) ... 64.8 kJ/mol
DFT total energy ... -78654.12508 eV
LUMO level (spin up / spin down) ... 2.13 / 2.13 eV
HOMO-LUMO gap (spin up / spin down) ... 0.191 / 0.196 Ha
Expectation value of S² ... 2.025

Geometry as ORCA input:
```
! wB97M-V def2-TZVPD RIJCOSX def2/J DEFGRID3
* xyz -1 3
O 0.37 0.15 -3.66
C 0.34 1.48 -4.27
C 0.21 0.94 -5.69
H 1.28 2.03 -4.09
H -0.53 2.05 -3.93
C 0.32 -0.45 -4.98
H 1.01 1.21 -6.39
H -0.79 1.11 -6.11
C 1.61 -1.23 -5.21
H 2.49 -0.60 -5.03
H 1.65 -1.64 -6.23
H 1.61 -2.08 -4.50
C -0.90 -1.31 -5.23
H -1.83 -0.75 -5.03
H -0.86 -2.21 -4.59
H -0.91 -1.64 -6.28
Ni -0.52 -0.41 3.92
C -2.45 -0.66 4.29
C -2.08 0.72 4.52
C -1.72 1.26 3.24
H -2.15 1.29 5.44
C -1.93 0.29 2.25
C -2.29 -0.94 2.91
H -2.55 -1.87 2.41
H -2.81 -1.34 5.05
H -1.44 2.30 3.07
H -1.91 0.45 1.17
C 1.18 -1.43 4.48
C 0.29 -2.19 3.59
C 0.70 -1.93 2.24
H -0.37 -2.97 3.95
C 1.85 -1.09 2.28
C 2.15 -0.80 3.61
H 3.03 -0.27 3.94
H 1.22 -1.57 5.56
H 0.23 -2.37 1.36
H 2.42 -0.81 1.39
O 1.49 0.36 -0.60
C 0.14 -0.12 -0.79
C -0.70 1.09 -1.22
H -0.24 -0.56 0.17
H 0.17 -0.92 -1.53
C 0.19 2.34 -1.04
H -1.58 1.16 -0.57
H -1.03 0.97 -2.24
C 1.35 1.77 -0.23
H -0.32 3.15 -0.52
H 0.54 2.71 -2.03
H 1.11 1.85 0.85
H 2.29 2.31 -0.41
S 0.53 0.91 5.50
C 0.16 0.34 7.02
N 0.01 -0.03 8.14
*
```

No. 5
One molecule with the formula C21H26N2O2S, computed with ωB97M-V/def2-TZVPD.

Summary:
Energy relative to the best compared isomer or geometry (same formula, charge and spin) ... 116.0 kJ/mol
SMILES ... CCCOc1ccc(CNC(=O)c2ccc3c(c2)N(CC)CCS3)cc1
DFT total energy ... -40109.96437 eV
LUMO level ... 0.64 eV
HOMO-LUMO gap ... 0.302 Ha

Geometry as ORCA input:
```
! wB97M-V def2-TZVPD RIJCOSX def2/J DEFGRID3
* xyz 0 1
C -7.28 -0.44 0.05
C -7.37 0.46 -1.18
C -6.16 1.38 -1.35
O -4.99 0.68 -1.75
C -4.11 0.18 -0.83
C -3.13 -0.66 -1.36
C -2.16 -1.20 -0.55
C -2.13 -0.93 0.81
C -1.06 -1.54 1.68
N 0.26 -1.25 1.17
C 1.04 -2.21 0.61
O 0.71 -3.38 0.57
C 2.33 -1.73 0.04
C 2.85 -2.38 -1.07
C 4.03 -1.94 -1.61
C 4.73 -0.87 -1.05
C 4.26 -0.24 0.12
C 3.03 -0.68 0.62
N 4.98 0.74 0.78
C 4.31 1.74 1.57
C 3.45 2.69 0.73
C 6.34 1.00 0.38
C 6.47 1.21 -1.12
S 6.18 -0.39 -1.93
C -3.10 -0.09 1.33
C -4.09 0.46 0.53
H -6.41 -1.08 0.00
H -8.17 -1.07 0.10
H -7.24 0.16 0.96
H -8.26 1.08 -1.12
H -7.45 -0.16 -2.08
H -6.35 2.07 -2.18
H -5.99 1.97 -0.45
H -3.15 -0.86 -2.42
H -1.41 -1.86 -0.98
H -1.15 -2.63 1.69
H -1.15 -1.16 2.71
H 0.50 -0.28 1.04
H 2.31 -3.21 -1.50
H 4.44 -2.40 -2.50
H 2.64 -0.23 1.52
H 5.07 2.31 2.11
H 3.68 1.26 2.33
H 2.72 2.13 0.15
H 2.93 3.39 1.37
H 4.08 3.25 0.04
H 6.70 1.88 0.91
H 6.97 0.15 0.66
H 7.47 1.53 -1.40
H 5.74 1.93 -1.49
H -3.10 0.14 2.39
H -4.82 1.10 0.98
*
```

No. 6
A 9-piece molecular cluster, C5H27NO10 overall in a non-equilibrium geometry, computed with ωB97M-V/def2-TZVPD.

Summary:
Energy relative to the best compared isomer or geometry (same formula, charge and spin) ... 303.6 kJ/mol
SMILES ... CCCC(=O)NCO.O.O.O.O.O.O.O.O
DFT total energy ... -27588.33621 eV
LUMO level ... 0.13 eV
HOMO-LUMO gap ... 0.375 Ha

Geometry as ORCA input:
```
! wB97M-V def2-TZVPD RIJCOSX def2/J DEFGRID3
* xyz 0 1
C 0.47 -2.65 -3.78
C -0.45 -2.74 -2.55
C 0.23 -2.27 -1.24
C -0.49 -1.14 -0.57
O -1.67 -1.05 -0.30
N 0.29 -0.08 -0.23
C 1.60 0.39 -0.65
O 2.05 1.27 0.39
H 0.86 -3.63 -4.06
H 1.28 -1.98 -3.50
H 0.04 -2.17 -4.66
H -1.38 -2.20 -2.75
H -0.80 -3.76 -2.38
H 1.22 -1.91 -1.48
H 0.40 -3.09 -0.53
H -0.18 0.62 0.35
H 2.38 -0.36 -0.51
H 1.45 0.95 -1.57
H 1.53 2.06 0.43
O 4.47 0.81 1.74
H 5.04 0.56 0.99
H 3.77 1.41 1.45
O 0.75 -0.03 3.06
H 1.09 -0.36 3.89
H 1.53 -0.02 2.51
O 0.36 3.91 1.63
H -0.22 3.56 0.94
H -0.39 3.98 2.27
O -1.89 -0.36 2.70
H -2.32 -0.73 1.93
H -0.91 -0.33 2.74
O -0.50 0.25 -4.14
H 0.44 0.28 -4.36
H -0.84 0.98 -4.72
O -1.83 -3.04 1.94
H -1.80 -2.41 2.72
H -1.75 -2.56 1.11
O -2.27 2.29 1.72
H -2.22 1.30 1.81
H -2.66 2.70 2.50
O -1.05 2.80 -1.08
H -1.73 2.77 -0.39
H -1.38 2.18 -1.73
*
```

No. 7
C37H54BN11Ti as an isolated structure, computed with ωB97M-V/def2-TZVPD.

Summary:
DFT total energy ... -79432.40706 eV
LUMO level (spin up / spin down) ... 0.52 / 0.52 eV
HOMO-LUMO gap (spin up / spin down) ... 0.229 / 0.268 Ha
Expectation value of S² ... 2.004

Geometry as ORCA input:
```
! wB97M-V def2-TZVPD RIJCOSX def2/J DEFGRID3
* xyz 0 3
Ti -0.88 -0.57 -0.63
C -2.02 -3.79 -0.56
N -1.59 -2.78 0.42
C -2.60 -2.71 1.47
C -0.26 -3.12 0.87
C 0.01 -3.72 2.09
C 1.32 -4.07 2.43
C 2.34 -3.83 1.53
C 2.08 -3.23 0.30
C 0.79 -2.85 -0.04
N 0.40 -2.14 -1.16
C 0.74 -2.42 -2.45
C 1.69 -3.35 -2.89
C 1.97 -3.52 -4.23
C 1.31 -2.78 -5.20
C 0.33 -1.88 -4.79
C 0.03 -1.71 -3.45
N -1.07 -0.84 -3.03
C -1.04 0.47 -3.70
C -2.34 -1.49 -3.39
H -2.09 -4.77 -0.08
H -3.00 -3.53 -0.95
H -1.30 -3.84 -1.38
H -2.82 -3.70 1.90
H -2.29 -2.04 2.26
H -3.52 -2.32 1.04
H -0.80 -3.92 2.79
H 1.52 -4.53 3.39
H 3.36 -4.11 1.79
H 2.90 -3.01 -0.37
H 2.22 -3.95 -2.16
H 2.72 -4.24 -4.53
H 1.54 -2.90 -6.25
H -0.22 -1.33 -5.54
H -1.80 1.11 -3.24
H -1.27 0.38 -4.77
H -0.07 0.94 -3.58
H -2.39 -1.68 -4.47
H -2.42 -2.45 -2.87
H -3.16 -0.85 -3.10
C -0.83 -0.76 3.76
C -1.10 0.51 3.02
C -1.37 1.74 3.62
C -1.51 2.63 2.59
C -1.82 4.09 2.66
N -1.34 1.95 1.43
N -1.10 0.63 1.69
B -1.39 2.56 0.02
N -2.57 1.93 -0.77
N -2.83 0.59 -0.69
C -4.07 0.42 -1.13
C -4.73 -0.92 -1.11
C -4.62 1.65 -1.52
C -3.64 2.58 -1.27
C -3.66 4.06 -1.46
N -0.04 2.38 -0.70
N 0.39 1.16 -1.13
C 1.61 1.35 -1.63
C 2.43 0.26 -2.23
C 1.97 2.69 -1.52
C 0.90 3.31 -0.91
C 0.76 4.74 -0.51
H -0.27 -0.54 4.67
H -0.25 -1.46 3.16
H -1.75 -1.25 4.07
H -1.43 1.95 4.68
H -1.87 4.39 3.71
H -2.78 4.32 2.20
H -1.06 4.70 2.17
H -1.60 3.72 0.13
H -3.99 -1.72 -1.10
H -5.38 -1.05 -1.98
H -5.35 -1.02 -0.22
H -5.61 1.83 -1.92
H -4.52 4.33 -2.09
H -2.75 4.41 -1.95
H -3.75 4.59 -0.51
H 2.45 -0.62 -1.58
H 3.45 0.61 -2.38
H 2.05 -0.07 -3.20
H 2.90 3.14 -1.84
H 1.64 5.29 -0.82
H 0.65 4.84 0.57
H -0.11 5.21 -0.97
C 3.80 0.51 0.96
C 4.96 0.52 2.00
N 4.43 0.74 3.34
C 3.43 -0.30 3.61
C 2.24 -0.16 2.62
N 2.54 0.85 1.61
C 2.68 2.15 2.28
C 3.77 2.05 3.39
H 3.69 -0.48 0.51
H 3.98 1.22 0.16
H 5.68 1.32 1.78
H 5.51 -0.42 1.99
H 3.10 -0.20 4.64
H 3.92 -1.27 3.51
H 1.35 0.18 3.15
H 2.00 -1.10 2.12
H 1.71 2.42 2.70
H 2.94 2.89 1.52
H 3.34 2.18 4.38
H 4.54 2.82 3.26
*
```

No. 8
A 5-piece molecular cluster, C19H37BBrN4O3P overall in a non-equilibrium geometry, computed with ωB97M-V/def2-TZVPD.

Summary:
SMILES ... C[C@@H](O)COBP(O)Br.CCCC#N.CCCC#N.CCCC#N.CCCC#N
DFT total energy ... -112407.97683 eV
LUMO level ... -0.85 eV
HOMO-LUMO gap ... 0.264 Ha

Geometry as ORCA input:
```
! wB97M-V def2-TZVPD RIJCOSX def2/J DEFGRID3
* xyz 0 1
C -3.32 -0.22 0.39
C -3.64 -0.97 1.84
O -4.52 -2.15 1.71
C -2.15 -1.37 2.46
O -1.46 -0.17 2.98
B -0.02 -0.59 3.12
P 1.25 -0.44 1.68
O 0.74 -1.30 0.25
Br 1.22 1.79 1.09
H -4.26 0.38 -0.01
H -2.40 0.48 0.59
H -2.98 -1.08 -0.34
H -4.14 -0.20 2.56
H -3.95 -2.99 1.64
H -1.51 -1.72 1.51
H -2.18 -2.27 3.20
H 0.27 -0.99 4.21
H 0.39 -2.23 0.47
C 6.17 1.94 -1.58
C 5.22 1.48 -2.68
C 3.75 1.52 -2.26
C 3.53 0.60 -1.07
N 3.35 -0.17 -0.08
H 6.12 1.28 -0.71
H 7.20 1.92 -1.94
H 5.94 2.96 -1.26
H 5.49 0.46 -2.99
H 5.36 2.13 -3.56
H 3.11 1.20 -3.08
H 3.46 2.54 -1.98
C -6.70 -0.90 -0.86
C -8.12 -0.45 -0.50
C -9.01 -0.26 -1.73
C -8.41 0.81 -2.64
N -7.92 1.69 -3.39
H -6.18 -0.15 -1.46
H -6.11 -1.05 0.05
H -6.72 -1.84 -1.41
H -8.06 0.49 0.06
H -8.57 -1.20 0.16
H -10.01 0.04 -1.43
H -9.09 -1.20 -2.29
C -1.10 3.22 7.50
C -0.35 3.73 6.27
C -0.33 2.72 5.13
C 0.36 1.44 5.58
N 0.93 0.38 5.95
H -0.63 2.33 7.92
H -1.11 3.98 8.28
H -2.14 2.98 7.24
H 0.68 3.97 6.57
H -0.81 4.66 5.93
H 0.21 3.13 4.27
H -1.35 2.48 4.80
C 5.08 -2.99 -4.73
C 6.07 -3.50 -5.77
C 7.35 -2.66 -5.83
C 7.01 -1.23 -6.20
N 6.73 -0.04 -6.51
H 4.74 -1.98 -4.96
H 4.19 -3.63 -4.70
H 5.53 -2.98 -3.73
H 5.59 -3.51 -6.75
H 6.33 -4.54 -5.53
H 8.04 -3.08 -6.58
H 7.86 -2.67 -4.86
*
```